# 1
Formula: C52H62N4O30
Source: the Open Molecules 2025 dataset
Level of theory: the ωB97M-V functional and the def2-TZVPD basis

```
148
C52H62N4O30 | the Open Molecules 2025 dataset | the ωB97M-V functional and the def2-TZVPD basis
O 0.07208 -0.36910 -6.05413
C 0.26560 -1.55485 -5.73170
C 1.37127 -2.39110 -6.19031
C 1.43347 -3.72441 -5.99557
O 2.36094 -4.49504 -6.49136
C 0.45399 -4.50238 -5.21922
O 0.52344 -5.71424 -5.06062
C -0.57157 -3.61725 -4.58432
C -0.66468 -2.28426 -4.82138
O -1.69976 -1.51604 -4.24854
H 2.15137 -1.98054 -6.81425
H 1.99365 -5.37442 -6.60711
H -1.20349 -3.89974 -3.75530
H -2.35969 -2.14321 -3.94401
O -0.77420 -9.37136 0.91006
C -0.73373 -8.34706 0.26505
C -1.04287 -8.19347 -1.13509
C -0.88328 -7.11677 -1.89256
O -1.23473 -7.13046 -3.17063
C -0.29449 -5.86118 -1.37143
O -0.07227 -4.84464 -2.03063
C -0.07424 -5.92366 0.10772
C -0.24860 -7.01940 0.83796
O -0.03552 -7.05550 2.14912
H -1.47922 -9.10555 -1.51471
H -0.62805 -6.62742 -3.71880
H 0.33002 -5.03957 0.57822
H -0.54166 -7.77808 2.52768
O 0.54078 -2.62665 2.16740
C -0.01907 -2.47842 3.25001
C -0.02131 -3.65306 4.08635
C -0.59650 -3.60200 5.31802
O -0.53041 -4.69330 6.15661
C -1.41401 -2.45171 5.85904
O -2.10026 -2.51721 6.91006
C -1.24418 -1.24665 5.06956
C -0.70538 -1.30548 3.81861
O -0.73704 -0.17326 3.00175
H 0.48476 -4.55344 3.77075
H -1.26285 -4.67614 6.77694
H -1.63966 -0.35005 5.52355
H -0.26572 -0.41033 2.19972
O 6.48930 -0.57933 1.76848
C 6.35997 -1.75923 1.56058
C 5.14891 -2.33714 0.88680
C 4.95156 -3.61319 0.64042
O 3.81130 -3.92711 0.09339
C 5.89670 -4.71965 1.03127
O 5.89188 -5.86879 0.69853
C 6.86804 -4.17165 2.03273
C 7.21589 -2.82055 2.15569
O 8.01687 -2.38470 3.10545
H 4.29480 -1.75165 0.58007
H 3.71267 -4.83424 -0.20492
H 7.38784 -4.91980 2.61282
H 7.98181 -1.42833 3.18111
O -5.68247 5.37508 1.74649
C -5.48813 4.54601 0.92393
C -5.76053 3.10833 1.16401
C -5.70457 2.16411 0.21556
O -5.90174 0.90061 0.60224
C -5.20639 2.41806 -1.20536
O -4.94622 1.55766 -2.03274
C -4.79031 3.83540 -1.37615
C -4.86721 4.75526 -0.43277
O -4.52277 6.03378 -0.71708
H -5.99449 2.88193 2.19377
H -6.32848 0.90609 1.46215
H -4.56118 4.14361 -2.38556
H -4.46345 6.32474 0.19584
O 4.65184 6.64703 -2.09698
C 4.44320 5.54493 -1.55883
C 5.29313 4.87163 -0.67741
C 5.15126 3.55701 -0.44054
O 5.99493 2.85771 0.44586
C 4.01179 2.65993 -0.85964
O 3.89929 1.47898 -0.61112
C 3.00515 3.36017 -1.60276
C 3.19795 4.66938 -1.87703
O 2.18221 5.26557 -2.55514
H 6.13373 5.44178 -0.31039
H 5.50612 2.07256 0.70315
H 1.97218 3.08532 -1.75711
H 2.49885 6.08068 -2.95128
C -2.51423 9.17308 1.17219
N -1.28673 8.32853 1.14439
C -0.06899 8.75169 1.83854
C -1.35493 7.14160 0.54558
O -0.45125 6.26365 0.63051
H -2.82588 9.52955 0.19041
H -2.52051 9.90092 1.98355
H -3.24217 8.46249 1.56366
H -0.42084 8.55231 2.85073
H 0.80855 8.16635 1.56397
H 0.19389 9.78949 1.63366
H -2.26017 6.95773 -0.05353
C -2.32472 2.00877 -4.18854
N -1.26600 2.90869 -4.59104
C -0.68240 3.83127 -3.64845
C -0.64129 2.81294 -5.80267
O 0.24243 3.60981 -6.12430
H -2.18317 1.15512 -4.85136
H -3.22523 2.58305 -4.40621
H -2.16853 1.60925 -3.18650
H -1.34341 4.50428 -3.10236
H -0.01247 3.20280 -3.06166
H 0.14668 4.48933 -3.90862
H -1.05496 2.07190 -6.50405
C -4.27318 -1.79833 0.56130
N -4.25276 -3.14557 1.03534
C -3.08000 -3.90720 0.54259
C -5.22154 -3.74566 1.73643
O -5.29904 -4.94574 2.07456
H -5.23857 -1.30513 0.44789
H -3.73824 -1.42612 -0.31243
H -3.86708 -1.24758 1.40974
H -3.28792 -4.94950 0.30075
H -2.78077 -3.54968 -0.44268
H -2.27933 -3.96046 1.28029
H -5.95409 -2.99414 2.06931
C 2.18948 0.49604 5.05914
N 2.98332 1.26998 4.22789
C 2.38428 2.04094 3.07657
C 4.34073 1.31503 4.42626
O 5.00047 2.05033 3.68893
H 2.30009 -0.56551 4.83786
H 1.12959 0.69865 5.21312
H 2.56225 0.49795 6.08341
H 1.54738 2.61348 3.47643
H 3.07197 2.51422 2.37573
H 1.94938 1.23530 2.48504
H 4.67228 0.62411 5.21677
C 0.65032 -1.95895 -0.77899
O 0.02869 -0.80848 -0.10381
C -1.07095 -0.37913 -0.90825
C -1.96679 0.65122 -0.29573
O -1.55640 2.03431 -0.35327
C -0.24122 2.38407 0.07092
H -0.00986 -2.82371 -0.71221
H 1.50665 -2.20930 -0.15282
H 0.93236 -1.57772 -1.76044
H -1.57256 -1.24769 -1.33497
H -0.74376 -0.04973 -1.89442
H -2.30239 0.48692 0.72822
H -2.91299 0.62219 -0.83606
H -0.15345 3.45372 -0.11952
H 0.53432 1.90645 -0.52782
H -0.17848 2.18629 1.14099
```

Its SMILES is O=C1C=C(O)C(=O)C=C1O.O=C1C=C(O)C(=O)C=C1O.O=C1C=C(O)C(=O)C=C1O.O=C1C=C(O)C(=O)C=C1O.O=C1C=C(O)C(=O)C=C1O.O=C1C=C(O)C(=O)C=C1O.CN(C)C=O.CN(C)C=O.CN(C)C=O.CN(C)C=O.COCCOC. The calculation puts the total energy at -122302.741 eV. For the lowest unoccupied orbital energy, the calculation gives -2.2 eV. Its frontier orbital gap is 6.38 eV. Its charge is 0. The value obtained for the strongest force on any atom is 4.21 eV Å⁻¹. As for the spin multiplicity: 1.

Löwdin atomic charge list, values in e, 4 entries:
1. O 0.12
2. C -0.29
3. C 0.09
4. C -0.27

# 2
Formula: C10H10N2
Source: the Open Molecules 2025 dataset
Level of theory: the ωB97M-V functional and the def2-TZVPD basis

```
22
C10H10N2 | the Open Molecules 2025 dataset | the ωB97M-V functional and the def2-TZVPD basis
C -1.33780 2.03929 -0.04372
N -1.73614 0.70209 -0.02565
C -2.98708 0.20993 0.01126
C -2.90176 -1.10117 0.02316
N -1.59541 -1.53045 0.05563
C -0.93051 -0.42936 0.04425
C 0.58004 -0.24478 -0.00154
C 1.28583 -0.15026 1.15301
C 2.68420 -0.01133 1.21609
C 3.30962 0.04184 0.03265
C 2.69924 -0.06613 -1.20411
C 1.29384 -0.28061 -1.21919
H -0.88568 2.24968 0.85293
H -1.97930 2.69933 -0.16452
H -0.65504 2.03939 -1.03261
H -3.59831 0.88777 0.11495
H -3.46524 -1.76342 -0.16788
H 0.71000 -0.23423 2.15491
H 2.99648 0.07757 2.10974
H 4.34508 0.11849 -0.10014
H 3.18110 -0.01906 -1.92414
H 0.49805 -0.30146 -2.12418
```

Its SMILES is Cn1ccnc1-c1ccccc1. The calculation puts the total energy at -13506.865 eV. For the lowest unoccupied orbital energy, the calculation gives 0.8 eV. Its frontier orbital gap is 9.43 eV. Its charge is 0. The value obtained for the strongest force on any atom is 15.84 eV Å⁻¹. As for the spin multiplicity: 1. The value obtained for the relative energy (zero: lowest compared OMol25 entry of this formula, charge and spin) is 6.231 eV.

natural (NBO) atomic charge list, values in e, 4 entries:
1. C -0.37
2. N -0.33
3. C -0.07
4. C -0.09

# 3
Formula: C5H12N2
Source: the Open Molecules 2025 dataset
Level of theory: the ωB97M-V functional and the def2-TZVPD basis

```
19
C5H12N2 | the Open Molecules 2025 dataset | the ωB97M-V functional and the def2-TZVPD basis
C 1.62380 -0.09397 0.99582
C 0.83265 -1.17045 0.37377
N 0.74741 -2.59540 1.01830
C -0.62344 -0.56303 0.20331
C -0.76179 0.90373 -0.20753
C -1.13133 1.19375 -1.53475
N -1.31491 2.59498 -1.81599
H 1.65829 0.89383 0.32103
H 1.20340 0.10815 2.01843
H 2.67718 -0.47377 1.16470
H 1.27711 -1.42778 -0.52675
H 1.64162 -2.79128 1.58912
H -0.10349 -2.64624 1.64959
H -1.31857 -0.84450 1.13853
H -1.03286 -1.19133 -0.71206
H -0.48362 1.65108 0.55851
H -1.53899 0.60301 -2.36922
H -1.76246 3.14081 -1.05151
H -1.59000 2.70841 -2.81332
```

Its SMILES is C[C@@H](N)C/C=C/N. The calculation puts the total energy at -8357.455 eV. For the lowest unoccupied orbital energy, the calculation gives 1.1 eV. Its frontier orbital gap is 9.09 eV. Its charge is 0. The value obtained for the strongest force on any atom is 4.65 eV Å⁻¹. As for the spin multiplicity: 1. The value obtained for the relative energy (zero: lowest compared OMol25 entry of this formula, charge and spin) is 2.681 eV.

natural (NBO) atomic charge list, values in e, 4 entries:
1. C -0.63
2. C -0.06
3. N -0.86
4. C -0.44